{
  "formula": "C42H112B3F12N7O14",
  "method": "the ωB97M-V functional and the def2-TZVPD basis",
  "de_lowest_kj_mol": 0.0,
  "total_charge": 5,
  "spin_multiplicity": 2,
  "energy_ha": -4375.47402,
  "species": ["C", "O", "C", "C", "N", "H", "H", "C", "C", "O", "C", "H", "H", "H", "H", "H", "H", "H", "H", "H", "H", "H", "H", "H", "H", "C", "O", "C", "C", "N", "H", "H", "C", "C", "O", "C", "H", "H", "H", "H", "H", "H", "H", "H", "H", "H", "H", "H", "H", "H", "C", "O", "C", "C", "N", "H", "H", "C", "C", "O", "C", "H", "H", "H", "H", "H", "H", "H", "H", "H", "H", "H", "H", "H", "H", "C", "O", "C", "C", "N", "H", "H", "C", "C", "O", "C", "H", "H", "H", "H", "H", "H", "H", "H", "H", "H", "H", "H", "H", "H", "C", "O", "C", "C", "N", "H", "H", "C", "C", "O", "C", "H", "H", "H", "H", "H", "H", "H", "H", "H", "H", "H", "H", "H", "H", "C", "O", "C", "C", "N", "H", "H", "C", "C", "O", "C", "H", "H", "H", "H", "H", "H", "H", "H", "H", "H", "H", "H", "H", "H", "C", "O", "C", "C", "N", "H", "H", "C", "C", "O", "C", "H", "H", "H", "H", "H", "H", "H", "H", "H", "H", "H", "H", "H", "H", "B", "F", "F", "F", "F", "B", "F", "F", "F", "F", "B", "F", "F", "F", "F"],
  "positions_angstrom": [[-3.3871, -1.3514, -0.5597], [-4.6961, -1.0782, -1.0745], [-4.6794, -0.0651, -2.1508], [-4.2575, -0.8328, -3.5014], [-5.1063, -2.1120, -3.7627], [-5.1348, -2.6419, -2.9034], [-6.0070, -1.7820, -4.0786], [-4.6104, -3.0400, -4.8602], [-5.6921, -4.1092, -5.2361], [-6.2532, -4.5522, -4.0395], [-7.0095, -5.7842, -4.2600], [-2.6011, -1.5979, -1.2736], [-3.3963, -2.2764, 0.0169], [-3.1068, -0.5280, 0.0972], [-3.9813, 0.7505, -1.9622], [-5.7011, 0.2691, -2.3309], [-3.2049, -1.1125, -3.5446], [-4.4790, -0.1582, -4.3284], [-3.7590, -3.5096, -4.3675], [-4.3458, -2.3806, -5.6868], [-5.2951, -4.9410, -5.8179], [-6.4652, -3.5898, -5.8024], [-6.4113, -6.5067, -4.8153], [-7.8520, -5.3718, -4.8152], [-7.2755, -6.2393, -3.3060], [-2.2039, 2.0660, -3.6806], [-1.4674, 1.2824, -4.5881], [-0.2001, 0.9341, -4.0680], [0.5287, 0.1235, -5.0979], [-0.4201, -0.8299, -5.8532], [-0.9362, -1.3330, -5.1456], [-1.0924, -0.3312, -6.4184], [0.2123, -1.8727, -6.7984], [1.4040, -1.2978, -7.4995], [0.8809, -0.4397, -8.5677], [0.7462, -1.2072, -9.8108], [-3.2479, 2.0844, -3.9933], [-1.8191, 3.0676, -3.8726], [-2.0925, 1.6911, -2.6632], [-0.2946, 0.3255, -3.1687], [0.3578, 1.7987, -3.7085], [1.2865, -0.5372, -4.6767], [0.8127, 0.8119, -5.8939], [-0.6305, -2.0110, -7.4756], [0.4376, -2.8041, -6.2788], [2.1062, -2.0437, -7.8719], [2.0402, -0.6088, -6.9438], [1.5624, -1.8572, -10.1261], [0.5523, -0.5433, -10.6532], [-0.1217, -1.8666, -9.7996], [-0.3908, 5.1402, -1.8586], [-0.5514, 5.5690, -0.5505], [0.2273, 4.9062, 0.4242], [-0.4601, 4.7827, 1.7356], [-1.5659, 3.6663, 1.6169], [-1.1756, 2.7396, 1.5219], [-2.0482, 3.5895, 2.5010], [-2.7715, 3.7641, 0.7295], [-3.8495, 2.8002, 1.1485], [-4.4441, 3.2773, 2.2617], [-5.7468, 3.8323, 2.0467], [-0.5986, 4.0957, -2.0907], [0.6711, 5.1993, -2.0971], [-0.8543, 5.6563, -2.6995], [1.0756, 5.5332, 0.6990], [0.5922, 3.9016, 0.2105], [-0.9583, 5.7512, 1.7775], [0.1709, 4.6727, 2.6175], [-2.3591, 3.5347, -0.2530], [-3.1506, 4.7861, 0.7261], [-3.3172, 1.9085, 1.4796], [-4.5365, 2.4227, 0.3912], [-6.0722, 4.2013, 3.0194], [-6.4434, 3.1690, 1.5340], [-5.7430, 4.6521, 1.3284], [3.3598, 2.4985, -2.5191], [4.8634, 2.5908, -2.6878], [5.1123, 3.2641, -3.9236], [6.4749, 2.9976, -4.5221], [7.0184, 1.5863, -4.2230], [7.2358, 1.4123, -3.2521], [6.1950, 1.0058, -4.2940], [8.1564, 0.9737, -5.1461], [8.5801, -0.3429, -4.5149], [8.9747, -0.3043, -3.1713], [9.1009, -1.5218, -2.5191], [2.8876, 2.0337, -1.6536], [2.9593, 1.8574, -3.3045], [2.8539, 3.4508, -2.6781], [4.9803, 4.3309, -3.7432], [4.5216, 2.8973, -4.7630], [7.2774, 3.6921, -4.2735], [6.3311, 3.0334, -5.6020], [9.0023, 1.6611, -5.1566], [7.6427, 0.9676, -6.1075], [9.5202, -0.6366, -4.9819], [7.8190, -1.0944, -4.7251], [10.0125, -2.0529, -2.7930], [8.2869, -2.2013, -2.7715], [9.1425, -1.2107, -1.4753], [1.8835, -2.2194, 7.5628], [1.0355, -0.9905, 7.3941], [0.3907, -0.8840, 6.1443], [1.2792, -0.2619, 5.1443], [1.9738, 0.9723, 5.6979], [1.4681, 1.2216, 6.5359], [2.9121, 0.8147, 6.0370], [1.9487, 2.1134, 4.6047], [3.1197, 3.0173, 4.8784], [3.2396, 3.3465, 6.2413], [4.4913, 3.8918, 6.7154], [2.1150, -2.4173, 8.6095], [2.7765, -2.0846, 6.9525], [1.5292, -3.0736, 6.9858], [-0.2917, -0.1786, 6.6186], [-0.2318, -1.7455, 5.9026], [0.7023, -0.0409, 4.2463], [2.1038, -0.9113, 4.8507], [1.0150, 2.6727, 4.6636], [1.9221, 1.5653, 3.6629], [2.9152, 3.9149, 4.2947], [4.0167, 2.5954, 4.4252], [4.4598, 3.9386, 7.8039], [4.7494, 4.9137, 6.4377], [5.3319, 3.2535, 6.4429], [-1.9377, -0.4736, 9.0456], [-2.9196, 0.0317, 8.1468], [-4.2700, -0.3061, 8.2596], [-5.0559, 0.4956, 7.3112], [-4.3210, 0.4923, 5.8885], [-4.0626, 1.4569, 5.7374], [-3.4239, 0.0938, 6.1264], [-4.9235, -0.2896, 4.6563], [-3.9101, -0.5123, 3.5401], [-2.8094, -1.1602, 4.0343], [-1.8642, -1.3191, 2.9526], [-1.4130, -1.3093, 8.5826], [-2.2601, -0.9368, 9.9782], [-1.1162, 0.1633, 9.3736], [-4.6497, -0.2042, 9.2762], [-4.3323, -1.3515, 7.9572], [-5.0648, 1.5626, 7.5337], [-6.1360, 0.3716, 7.2327], [-5.8132, 0.2705, 4.3683], [-5.4132, -1.2228, 4.9345], [-3.7546, 0.4390, 3.0312], [-4.3764, -1.0892, 2.7415], [-2.2691, -1.9230, 2.1405], [-1.0464, -1.9588, 3.2844], [-1.4589, -0.3498, 2.6621], [-2.0547, -4.8846, 0.2543], [-0.9794, -4.0130, 0.6972], [0.2834, -4.5645, 0.4845], [1.3829, -3.5239, 0.8528], [1.3953, -2.2766, -0.0490], [0.4924, -1.8253, -0.0836], [2.0605, -1.5741, 0.2409], [1.6752, -2.5168, -1.4922], [3.1928, -2.8075, -1.7294], [3.5451, -4.1226, -1.3831], [3.6900, -5.0110, -2.4879], [-2.1140, -5.8919, 0.6667], [-1.8583, -4.9684, -0.8146], [-3.0397, -4.4590, 0.4460], [0.4877, -4.8570, -0.5454], [0.5005, -5.4865, 1.0238], [2.3791, -3.9381, 0.6975], [1.3319, -3.2221, 1.8990], [1.4805, -1.5049, -1.8476], [0.8796, -3.1250, -1.9224], [3.8305, -2.2612, -1.0345], [3.4130, -2.3834, -2.7091], [2.8164, -4.8397, -3.1167], [3.8852, -6.0257, -2.1409], [4.5110, -4.6643, -3.1156], [3.9083, -0.6030, 1.7843], [2.8226, -0.9748, 2.6044], [4.8863, -1.5957, 1.7211], [3.5532, -0.2746, 0.4980], [4.5223, 0.5086, 2.4534], [-1.6037, 2.8775, 4.7947], [-2.9495, 2.9740, 4.9531], [-1.2157, 4.1645, 4.4712], [-1.1417, 2.4341, 6.0107], [-1.2971, 2.0075, 3.8301], [-0.0763, 0.8580, 0.4350], [1.0274, 0.9374, -0.3974], [-1.1577, 1.3485, -0.2702], [-0.4251, -0.4510, 0.7308], [0.0035, 1.6407, 1.5413]],
  "lowdin_charge": [-0.09, -0.18, -0.10, -0.07, 0.07, 0.16, 0.18, -0.07, -0.21, -0.22, -0.01, 0.08, 0.07, 0.08, 0.10, 0.13, 0.10, 0.13, 0.13, 0.13, 0.14, 0.14, 0.10, 0.10, 0.10, -0.08, -0.19, -0.21, -0.07, 0.08, 0.15, 0.17, -0.06, -0.19, -0.19, -0.06, 0.10, 0.10, 0.08, 0.12, 0.13, 0.14, 0.14, 0.14, 0.14, 0.14, 0.11, 0.10, 0.10, 0.08, -0.12, -0.13, -0.22, -0.03, 0.10, 0.08, 0.11, -0.08, -0.26, -0.17, -0.05, 0.05, 0.08, 0.10, 0.14, 0.13, 0.15, 0.13, 0.11, 0.15, 0.11, 0.14, 0.11, 0.09, 0.09, -0.03, -0.16, -0.22, -0.07, 0.07, 0.16, 0.15, -0.01, -0.22, -0.19, -0.09, 0.07, 0.06, 0.08, 0.15, 0.12, 0.14, 0.13, 0.14, 0.14, 0.15, 0.13, 0.10, 0.09, 0.11, -0.01, -0.22, -0.22, -0.09, 0.14, 0.16, 0.17, -0.01, -0.09, 0.11, 0.09, 0.10, 0.07, 0.09, 0.12, 0.15, 0.13, 0.13, 0.12, 0.14, 0.19, 0.17, 0.13, 0.16, 0.15, -0.07, -0.19, -0.22, -0.04, 0.13, 0.13, 0.12, -0.03, -0.26, -0.15, -0.06, 0.07, 0.10, 0.10, 0.15, 0.14, 0.14, 0.14, 0.13, 0.13, 0.11, 0.13, 0.07, 0.09, 0.07, -0.06, -0.19, -0.21, -0.02, 0.08, 0.12, 0.12, -0.08, -0.19, -0.19, -0.06, 0.10, 0.08, 0.08, 0.11, 0.14, 0.13, 0.13, 0.11, 0.13, 0.13, 0.12, 0.08, 0.11, 0.09, -1.27, 0.10, 0.13, 0.14, 0.06, -1.49, 0.17, 0.15, 0.16, 0.20, -1.39, 0.15, 0.13, 0.13, 0.17]
}